The following is a DFT calculation (ωB97M-V/def2-TZVPD) of 3 unconnected molecules or ions with the total composition C14H31FIN2O5 in a non-equilibrium geometry.

Frontier orbital gap: 0.2866 hartree
E: -1434.9631 Eh
LUMO: -3.61 eV
Charge: +1

Geometry as XYZ:
```
54
C14H31FIN2O5 | OMol25 | ωB97M-V/def2-TZVPD
O 1.61176 0.92319 2.86563
C 1.51736 2.04186 2.40367
F 1.70319 3.12704 3.16437
C 1.08531 2.32764 0.99498
C -0.41112 2.56185 0.90203
C -0.83138 3.94157 1.47182
N -1.89095 3.91189 2.44806
C -3.00075 3.07029 2.10573
C -2.62468 1.61921 1.73546
I -3.21485 0.23882 3.27426
N -1.13949 1.42341 1.54649
H 1.37887 1.47829 0.39474
H 1.60972 3.19402 0.61393
H -0.65552 2.52722 -0.14971
H -1.08555 4.57892 0.63735
H 0.02854 4.37783 1.95465
H -1.53805 3.70188 3.36686
H -3.55209 3.50099 1.27944
H -3.67314 3.04476 2.94521
H -3.11150 1.30571 0.82672
H -1.03643 0.61819 0.93274
H -0.72055 1.13183 2.43387
C -3.03191 -2.67693 0.76660
O -3.39669 -2.23390 -0.52543
C -2.85928 -3.04128 -1.57030
C -3.88097 -4.01454 -2.11026
O -4.24552 -4.97575 -1.13715
C -5.50099 -4.72384 -0.52954
H -3.64398 -2.12488 1.47920
H -3.20093 -3.74690 0.90106
H -1.97363 -2.45280 0.96385
H -1.97792 -3.58339 -1.21636
H -2.54588 -2.36987 -2.37524
H -3.43919 -4.55094 -2.95492
H -4.76161 -3.47790 -2.47418
H -6.31669 -4.93265 -1.22832
H -5.58172 -3.69125 -0.18038
H -5.59222 -5.39393 0.32263
C 5.95280 -1.10835 -2.83983
O 6.47073 -0.19484 -1.88750
C 6.06298 1.14310 -2.10309
C 4.96402 1.54676 -1.14774
O 3.76251 0.81827 -1.38236
C 3.57541 -0.25240 -0.47688
H 6.16711 -2.11215 -2.47928
H 4.87224 -0.99822 -2.96045
H 6.44122 -0.97265 -3.80944
H 5.73858 1.28832 -3.13733
H 6.93123 1.78485 -1.92754
H 4.73835 2.60791 -1.29341
H 5.29778 1.40781 -0.11526
H 3.30102 0.13008 0.51565
H 4.46504 -0.87640 -0.37976
H 2.75943 -0.86778 -0.85536
```


The following is a DFT calculation (ωB97M-V/def2-TZVPD) of a single C24H23NO6 molecule.

Energy relative to the best compared isomer or geometry (same formula, charge and spin): 129.9 kJ/mol
Frontier orbital gap: 0.3170 hartree
E: -1434.5745 Eh
LUMO: 0.52 eV
Charge: 0

Geometry as XYZ:
```
54
C24H23NO6 | OMol25 | ωB97M-V/def2-TZVPD
C 2.01473 -0.93970 2.97879
C 0.66343 -1.25803 2.44145
C 0.18861 -2.44500 1.97210
C -1.18644 -2.26392 1.65088
C -1.49787 -0.94593 1.94640
N -0.36795 -0.34214 2.40777
C -0.22371 1.06104 2.67469
H -1.14401 1.44219 3.12552
H 0.59638 1.19765 3.38098
C 0.04636 1.90756 1.41154
C 0.66274 1.12266 0.24698
H -0.05122 0.36084 -0.09268
O 0.97068 1.99954 -0.81052
C -0.07456 2.83011 -1.13465
C -0.05651 3.48402 -2.35930
C -1.10529 4.30461 -2.72661
C -2.18825 4.46942 -1.87796
C -2.20680 3.84037 -0.64845
C -1.14675 3.03027 -0.26304
O -1.18619 2.45866 0.98538
H -3.03046 3.96548 0.03614
H -3.01604 5.09681 -2.16923
H -1.08158 4.80777 -3.68072
H 0.79127 3.33173 -3.00785
H 1.60053 0.64171 0.52391
H 0.72806 2.73561 1.66663
C -2.79349 -0.24461 1.78973
H -2.67952 0.68570 1.23734
H -3.22183 -0.01445 2.76660
H -3.48295 -0.89769 1.26239
C -2.08057 -3.22280 1.02689
O -3.28188 -3.25644 1.17618
C -1.38266 -4.23120 0.10017
H -1.02657 -5.08830 0.67611
O -0.23312 -3.68059 -0.52769
C -0.44247 -2.53721 -1.20025
O -1.54224 -2.07108 -1.38622
C 0.80782 -1.89041 -1.64574
C 0.71868 -0.82121 -2.53547
C 1.84862 -0.12774 -2.90997
C 3.08872 -0.48571 -2.38740
C 3.18363 -1.56150 -1.50462
C 2.05317 -2.25906 -1.14018
H 2.12198 -3.08537 -0.45166
H 4.15471 -1.82483 -1.11628
O 4.22311 0.18044 -2.70558
H 4.01986 0.91509 -3.29804
H 1.77482 0.70232 -3.59885
H -0.25182 -0.54384 -2.91857
H -2.11022 -4.56410 -0.64741
H 0.73919 -3.36114 1.89943
H 1.96110 -0.66888 4.03439
H 2.48933 -0.11959 2.44035
H 2.64546 -1.81913 2.88620
```


The following is a DFT calculation (ωB97M-V/def2-TZVPD) of 2 unconnected molecules or ions with the total composition C4H11NO2.

Energy relative to the best compared isomer or geometry (same formula, charge and spin): 60.1 kJ/mol
Frontier orbital gap: 0.3475 hartree
E: -364.2453 Eh
LUMO: 0.63 eV
Charge: 0

Geometry as XYZ:
```
18
C4H11NO2 | OMol25 | ωB97M-V/def2-TZVPD
C -0.51376 -1.93645 1.79395
N -0.43605 -0.50503 1.45571
C -1.75008 0.13512 1.23081
H 0.49049 -2.34706 1.82096
H -1.01555 -2.08310 2.74732
H -1.06336 -2.42749 0.99944
H 0.15024 -0.44842 0.48694
H 0.09409 0.01990 2.15216
H -2.15258 -0.23076 0.28772
H -1.59582 1.20514 1.17017
H -2.42642 -0.12263 2.04711
O 0.30355 1.58226 -0.44519
C 0.74811 0.64593 -1.12089
O 0.75251 -0.57503 -0.72878
C 1.28231 0.92205 -2.51211
H 1.88531 0.09544 -2.86923
H 0.43310 1.05814 -3.17744
H 1.85637 1.85325 -2.51510
```


The following is a DFT calculation (ωB97M-V/def2-TZVPD) of 2 unconnected molecules or ions with the total composition C14H22N2O5S in a non-equilibrium geometry.

Energy relative to the best compared isomer or geometry (same formula, charge and spin): 294.7 kJ/mol
Frontier orbital gap: 0.3390 hartree
E: -1430.5184 Eh
LUMO: 0.33 eV
Charge: 0

Geometry as XYZ:
```
44
C14H22N2O5S | OMol25 | ωB97M-V/def2-TZVPD
C -4.53713 -0.16822 0.54765
C -6.01469 -0.65707 0.56739
C -3.96074 0.38648 -0.87896
C -2.56706 0.96696 -0.75558
C -2.36709 2.16341 -0.07749
C -1.39590 0.42325 -1.21468
C -1.21300 2.94529 -0.14148
C -0.14254 1.05110 -1.09154
C -0.01480 2.33155 -0.58108
C 4.21459 0.67066 -0.03295
C 4.44801 0.55486 1.43628
C 3.14443 -0.29851 -0.41507
C 3.51701 -1.71990 -0.05725
C 1.61286 -2.58752 -2.06079
H -3.07673 -0.87335 1.84121
H -3.18241 -1.64611 0.47750
H -4.58319 0.74071 1.22738
H -4.03334 -0.32754 -1.64502
H -4.59725 1.18825 -1.14109
H -3.22073 2.56668 0.40687
H -1.34827 -0.68774 -1.58939
H -1.20013 3.92847 0.18528
H 0.68136 0.46986 -1.37204
H 1.72027 2.76648 -1.08864
H -5.07878 -2.06483 1.44962
H 5.25074 0.16820 -1.71165
H 5.96454 -0.22410 -0.33595
H 3.92102 1.63283 -0.10318
H 2.26149 -0.05429 0.11634
H 2.94102 -0.30894 -1.43065
H 3.86170 -1.79064 0.90705
H 4.27636 -2.11962 -0.77475
H 0.73688 -3.08464 -2.16459
H 2.37031 -3.07565 -2.59527
H 1.52517 -1.56235 -2.54636
H 5.32261 -0.57657 2.53975
N -3.70219 -1.23820 1.20688
N 5.42231 0.41108 -0.77642
O -6.97219 -0.07128 0.09921
O 1.11733 3.10366 -0.48630
O -6.07316 -1.86336 1.23229
O 3.68978 1.02384 2.24570
O 5.49900 -0.22687 1.73281
S 1.93854 -2.58609 -0.23262
```


The following is a DFT calculation (ωB97M-V/def2-TZVPD) of a molecular structure, C43H36N7O2S3SeTl in a non-equilibrium geometry.

Energy relative to the best compared isomer or geometry (same formula, charge and spin): 45.2 kJ/mol
Frontier orbital gap: 0.2079 hartree
E: -5962.4092 Eh
LUMO: -1.02 eV
Charge: 0

Geometry as XYZ:
```
93
C43H36N7O2S3SeTl | OMol25 | ωB97M-V/def2-TZVPD
Tl 0.25072 -0.00690 -0.52479
C -1.35566 2.84774 -2.53849
C -0.09573 2.93486 -1.73377
N -0.17672 2.81863 -0.45909
N 0.75167 3.24748 0.38849
C 1.46340 2.59815 1.20547
S 1.80889 0.87935 1.32030
S 2.24008 3.55153 2.50162
C 1.12863 2.99276 3.86349
C -0.19258 3.69495 3.84014
C -1.22038 3.22244 3.02696
C -2.43164 3.89393 2.96449
C -2.63898 5.03539 3.72581
C -1.62416 5.50454 4.54816
C -0.40754 4.84228 4.59847
C 1.17117 3.15008 -2.46122
C 1.42801 4.35222 -3.10822
C 2.61674 4.56654 -3.78489
C 3.55799 3.54356 -3.81853
C 3.31095 2.33115 -3.20768
C 2.10788 2.07562 -2.50759
O 1.90183 0.89821 -1.98796
H -2.20459 2.58404 -1.91219
H -1.24888 2.12209 -3.34837
H -1.53501 3.82513 -2.99472
H 1.68437 3.19161 4.77871
H 1.01244 1.91810 3.71866
H -1.06457 2.32660 2.43617
H -3.21423 3.52796 2.31090
H -3.58481 5.55949 3.67375
H -1.78214 6.39287 5.14692
H 0.38890 5.22020 5.22973
H 0.68481 5.14053 -3.05116
H 2.81199 5.51642 -4.26473
H 4.49884 3.69455 -4.33542
H 4.04597 1.53466 -3.24052
Se 2.60227 -7.78488 -1.59993
N 1.07230 -7.07125 -1.08143
C 1.26934 -5.78366 -0.93673
C 0.24318 -4.85108 -0.52427
C -1.05591 -5.25688 -0.20948
C -1.97955 -4.30637 0.15678
C -1.58185 -2.97094 0.19590
N -0.35271 -2.57492 -0.08204
C 0.56019 -3.48605 -0.43794
C 1.91889 -3.01418 -0.72515
N 2.16762 -1.70342 -0.60132
C 3.38644 -1.24327 -0.81852
C 4.44335 -2.06817 -1.20739
C 4.20843 -3.41441 -1.35521
C 2.92685 -3.91351 -1.10232
C 2.60251 -5.31874 -1.22203
N 3.45847 -6.24004 -1.59026
H -1.30113 -6.30906 -0.26598
H -2.99686 -4.57576 0.40336
H -2.28748 -2.19201 0.45560
H 3.51819 -0.17639 -0.69319
H 5.42104 -1.64597 -1.38991
H 4.98454 -4.10513 -1.65720
C 0.80140 -1.47578 -5.03629
C -0.48688 -1.30392 -5.51900
C -1.51875 -1.08595 -4.62322
C -1.23647 -1.04577 -3.25868
N 0.00529 -1.21360 -2.80707
C 0.99769 -1.41538 -3.66762
C -2.27790 -0.73112 -2.25300
C -3.61899 -1.04227 -2.49060
C -4.59540 -0.67514 -1.58062
C -4.25032 0.05628 -0.45298
C -2.91608 0.35423 -0.20112
C -1.92813 -0.06286 -1.07933
H 1.63767 -1.63687 -5.70163
H -0.68193 -1.31083 -6.58355
H -2.52359 -0.90615 -4.97821
H 1.99075 -1.49831 -3.24418
H -3.90189 -1.59668 -3.37773
H -5.62809 -0.94888 -1.75671
H -5.01672 0.39540 0.23367
H -2.64789 0.90960 0.68694
O -1.01556 -0.04716 2.08178
S -1.32669 -1.16514 3.01025
C -1.87322 -0.40539 4.59075
C -1.21026 -1.24681 5.66641
C 0.25638 -1.32752 5.24755
C 0.25505 -1.73820 3.77817
H -2.96092 -0.41039 4.63679
H -1.50501 0.62205 4.57097
H -1.65159 -2.24826 5.66966
H -1.34122 -0.81799 6.66008
H 0.81489 -2.03408 5.86193
H 0.72138 -0.34576 5.35635
H 0.25349 -2.82271 3.65562
H 1.06375 -1.30128 3.19434
```